# 1
{
  "formula": "C4H8O2",
  "method": "ωB97M-V/def2-TZVPD",
  "elements": ["C", "C", "C", "O", "C", "O", "H", "H", "H", "H", "H", "H", "H", "H"],
  "positions_angstrom": [[1.471, -0.106, -0.183], [0.255, -0.230, 0.717], [-0.503, 1.078, 0.887], [-0.213, 2.103, 0.324], [-0.738, -1.280, 0.241], [-0.625, -1.896, -0.788], [2.022, -1.050, -0.211], [1.169, 0.141, -1.203], [2.134, 0.684, 0.177], [0.535, -0.536, 1.740], [-1.372, 1.034, 1.579], [-1.606, -1.451, 0.914], [-1.190, 1.107, -2.003], [-1.338, 0.402, -2.191]],
  "total_charge": 0,
  "smiles": "CC(C=O)C=O.[H][H]",
  "homo_lumo_gap_ev": 10.6,
  "de_lowest_kcal_mol": 52.0
}


# 2
{
  "formula": "C21H27ClN2O5",
  "method": "ωB97M-V/def2-TZVPD",
  "elements": ["C", "O", "C", "C", "C", "C", "C", "C", "O", "N", "C", "C", "C", "O", "C", "C", "N", "C", "O", "C", "C", "C", "C", "C", "O", "C", "C", "C", "Cl", "H", "H", "H", "H", "H", "H", "H", "H", "H", "H", "H", "H", "H", "H", "H", "H", "H", "H", "H", "H", "H", "H", "H", "H", "H", "H", "H"],
  "positions_angstrom": [[-7.247, 1.469, 1.569], [-6.542, 0.277, 1.226], [-5.190, 0.365, 1.403], [-4.375, 0.612, 0.295], [-5.000, 0.803, -1.057], [-3.001, 0.652, 0.476], [-2.430, 0.466, 1.729], [-0.934, 0.528, 1.827], [-0.222, 0.309, 0.861], [-0.421, 0.846, 3.043], [1.015, 0.937, 3.241], [1.657, -0.434, 3.424], [3.169, -0.361, 3.449], [3.600, 0.191, 2.222], [4.987, 0.069, 1.990], [5.263, 0.671, 0.632], [4.418, 0.029, -0.357], [4.717, 0.106, -1.683], [5.818, 0.378, -2.117], [3.589, -0.232, -2.551], [2.651, -0.505, -3.247], [1.525, -0.843, -4.105], [1.861, -0.916, -5.602], [0.748, -1.817, -6.146], [0.196, -2.522, -5.030], [0.969, -2.250, -3.875], [-3.244, 0.201, 2.822], [-4.616, 0.148, 2.650], [-5.628, -0.225, 4.009], [-8.298, 1.274, 1.373], [-7.113, 1.713, 2.624], [-6.909, 2.308, 0.956], [-4.232, 0.900, -1.822], [-5.643, -0.041, -1.308], [-5.625, 1.697, -1.084], [-2.342, 0.824, -0.365], [-1.043, 1.140, 3.774], [1.453, 1.424, 2.371], [1.197, 1.568, 4.112], [1.302, -0.897, 4.349], [1.351, -1.071, 2.593], [3.526, 0.261, 4.283], [3.592, -1.365, 3.580], [5.562, 0.597, 2.761], [5.275, -0.990, 2.005], [5.071, 1.749, 0.663], [6.303, 0.524, 0.347], [3.442, -0.058, -0.111], [0.720, -0.122, -3.939], [1.887, 0.063, -6.076], [2.840, -1.380, -5.725], [-0.057, -1.241, -6.607], [1.125, -2.531, -6.881], [1.794, -2.965, -3.771], [0.324, -2.323, -3.001], [-2.834, -0.009, 3.801]],
  "total_charge": 0,
  "smiles": "COc1c(C)cc(C(=O)NCCCOCCNC(=O)C#C[C@H]2CCOC2)cc1Cl",
  "homo_lumo_gap_ev": 9.8,
  "de_lowest_kcal_mol": 47.1
}


# 3
{
  "formula": "C6H8N5O2PdS4",
  "method": "ωB97M-V/def2-TZVPD",
  "elements": ["Pd", "S", "S", "S", "S", "N", "C", "O", "C", "C", "N", "C", "N", "H", "H", "C", "N", "C", "N", "O", "H", "H", "H", "H", "H", "H"],
  "positions_angstrom": [[1.098, -0.813, 0.142], [3.367, -1.262, -0.223], [4.273, -1.233, 1.512], [2.821, -0.852, 3.085], [1.051, -1.383, 2.443], [0.284, 2.866, -1.208], [1.121, 2.490, -0.235], [0.907, 1.526, 0.494], [2.352, 3.303, -0.067], [2.530, 4.523, -0.732], [2.671, 5.534, -1.274], [3.348, 2.816, 0.792], [4.146, 2.383, 1.505], [-0.563, 2.331, -1.326], [0.443, 3.672, -1.790], [-4.073, -2.650, -0.258], [-3.098, -1.575, -0.336], [-1.770, -1.723, -0.334], [-1.279, -2.971, -0.188], [-1.031, -0.711, -0.467], [-5.066, -2.215, -0.293], [-3.978, -3.204, 0.678], [-3.972, -3.338, -1.099], [-3.420, -0.625, -0.416], [-1.874, -3.777, -0.117], [-0.289, -3.114, -0.286]],
  "s2": 6.04,
  "total_charge": 1,
  "spin_multiplicity": 5,
  "homo_lumo_gap_ev": [8.2, 6.2]
}


# 4
{
  "formula": "C20H30GeN3O11PSeV",
  "method": "ωB97M-V/def2-TZVPD",
  "elements": ["V", "O", "C", "C", "N", "C", "C", "O", "O", "C", "C", "O", "O", "H", "H", "H", "H", "H", "H", "H", "H", "H", "N", "C", "P", "O", "O", "C", "N", "H", "H", "H", "H", "H", "H", "H", "H", "H", "H", "Ge", "C", "C", "C", "C", "C", "C", "C", "C", "C", "C", "C", "C", "H", "H", "H", "H", "H", "H", "H", "H", "H", "H", "H", "O", "Se", "O", "O", "O"],
  "positions_angstrom": [[0.107, -0.756, 1.221], [-1.212, -3.127, 3.494], [-0.111, -3.974, 3.195], [0.483, -3.869, 1.790], [1.202, -2.616, 1.446], [2.163, -2.225, 2.504], [1.447, -1.441, 3.625], [1.914, -1.444, 4.742], [0.353, -0.854, 3.241], [1.817, -2.759, 0.112], [0.785, -2.378, -0.932], [0.562, -3.190, -1.931], [0.152, -1.342, -0.784], [-0.867, -2.204, 3.515], [-0.478, -4.999, 3.290], [0.659, -3.843, 3.959], [-0.299, -4.030, 1.046], [1.195, -4.707, 1.716], [2.907, -1.554, 2.076], [2.669, -3.093, 2.938], [2.214, -3.762, -0.067], [2.621, -2.023, 0.027], [-3.729, -3.439, 2.408], [-4.160, -2.535, 1.289], [-2.631, -2.612, 0.252], [-2.398, -4.093, 0.131], [-1.733, -1.746, 1.084], [-2.881, -1.950, -1.430], [-2.268, -2.887, -2.388], [-3.508, -4.348, 1.979], [-4.431, -3.545, 3.136], [-2.810, -3.120, 2.836], [-4.341, -1.544, 1.697], [-5.059, -2.953, 0.841], [-2.396, -0.974, -1.481], [-3.955, -1.812, -1.609], [-2.620, -2.706, -3.321], [-2.547, -3.830, -2.122], [-0.317, -2.902, -2.325], [0.881, 2.810, -1.058], [-0.536, 4.029, -1.547], [-1.075, 4.011, -2.832], [-2.102, 4.874, -3.181], [-2.603, 5.767, -2.243], [-2.076, 5.793, -0.962], [-1.048, 4.928, -0.613], [2.619, 3.215, -1.790], [3.428, 2.182, -2.256], [4.706, 2.443, -2.732], [5.187, 3.743, -2.739], [4.391, 4.781, -2.273], [3.115, 4.518, -1.803], [0.521, 1.351, -1.360], [-0.693, 3.320, -3.576], [-2.512, 4.852, -4.182], [-3.405, 6.442, -2.513], [-2.467, 6.486, -0.229], [-0.647, 4.942, 0.393], [3.062, 1.161, -2.244], [5.327, 1.633, -3.092], [6.184, 3.949, -3.105], [4.768, 5.796, -2.277], [2.501, 5.337, -1.445], [1.034, 2.271, 3.291], [0.794, 1.732, 1.812], [1.069, 3.078, 0.744], [-0.723, 1.195, 1.391], [1.803, 0.548, 1.221]],
  "s2": 0.76,
  "total_charge": 0,
  "spin_multiplicity": 2,
  "homo_lumo_gap_ev": [5.7, 5.1],
  "de_lowest_kcal_mol": 0.0
}


# 5
{
  "formula": "C2H2INO3",
  "method": "ωB97M-V/def2-TZVPD",
  "elements": ["O", "C", "I", "C", "N", "O", "O", "H", "H"],
  "positions_angstrom": [[-1.708, -0.119, 0.988], [-0.597, 0.285, 1.017], [0.226, 0.851, 2.893], [0.386, 0.366, -0.160], [0.134, -0.643, -1.182], [0.156, -1.835, -0.953], [-0.136, -0.207, -2.270], [1.313, -0.060, 0.190], [0.227, 1.362, -0.523]],
  "total_charge": 0,
  "smiles": "O=C(I)C[N+](=O)[O-]",
  "homo_lumo_gap_ev": 9.9,
  "de_lowest_kcal_mol": 90.3
}


# 6
{
  "formula": "C33H93CaF6N16O13P5S2",
  "method": "ωB97M-V/def2-TZVPD",
  "elements": ["Ca", "C", "F", "F", "F", "S", "O", "O", "O", "C", "F", "F", "F", "S", "O", "O", "O", "C", "N", "O", "O", "H", "H", "H", "O", "P", "N", "C", "C", "N", "C", "C", "N", "C", "C", "H", "H", "H", "H", "H", "H", "H", "H", "H", "H", "H", "H", "H", "H", "H", "H", "H", "H", "O", "P", "N", "C", "C", "N", "C", "C", "N", "C", "C", "H", "H", "H", "H", "H", "H", "H", "H", "H", "H", "H", "H", "H", "H", "H", "H", "H", "H", "O", "P", "N", "C", "C", "N", "C", "C", "N", "C", "C", "H", "H", "H", "H", "H", "H", "H", "H", "H", "H", "H", "H", "H", "H", "H", "H", "H", "H", "O", "P", "N", "C", "C", "N", "C", "C", "N", "C", "C", "H", "H", "H", "H", "H", "H", "H", "H", "H", "H", "H", "H", "H", "H", "H", "H", "H", "H", "O", "P", "N", "C", "C", "N", "C", "C", "N", "C", "C", "H", "H", "H", "H", "H", "H", "H", "H", "H", "H", "H", "H", "H", "H", "H", "H", "H", "H"],
  "positions_angstrom": [[15.034, -27.769, -2.090], [13.228, -23.729, -1.398], [12.823, -23.053, -0.271], [12.327, -23.584, -2.353], [14.359, -23.106, -1.826], [13.442, -25.634, -0.897], [12.503, -25.853, 0.233], [13.178, -26.563, -2.030], [14.859, -25.879, -0.486], [13.266, -30.770, 1.662], [14.365, -30.220, 2.189], [13.576, -31.961, 1.187], [12.283, -30.926, 2.588], [12.746, -29.538, 0.315], [12.180, -28.413, 1.044], [13.917, -28.985, -0.405], [11.768, -30.208, -0.588], [18.596, -26.519, 1.056], [17.828, -27.463, 0.213], [17.387, -27.073, -0.850], [17.486, -28.490, 0.806], [18.695, -25.566, 0.536], [19.560, -27.026, 1.100], [18.059, -26.352, 1.990], [16.564, -29.410, -2.311], [17.208, -30.771, -2.310], [16.451, -31.935, -1.232], [15.222, -32.673, -1.706], [16.680, -31.904, 0.237], [18.844, -30.736, -1.810], [19.608, -31.942, -1.461], [19.735, -29.591, -2.005], [17.280, -31.618, -3.791], [17.247, -30.844, -4.991], [17.583, -33.080, -3.863], [14.682, -32.014, -2.386], [14.468, -32.815, -0.932], [15.404, -33.587, -2.270], [17.679, -31.504, 0.409], [16.535, -32.862, 0.736], [15.933, -31.254, 0.692], [18.908, -32.776, -1.425], [20.392, -32.207, -2.171], [19.927, -31.692, -0.448], [20.454, -29.501, -1.191], [20.282, -29.568, -2.948], [19.306, -28.625, -1.740], [16.621, -29.952, -4.959], [18.286, -30.702, -5.291], [16.758, -31.574, -5.635], [17.497, -33.610, -2.914], [18.590, -33.282, -4.227], [16.905, -33.469, -4.622], [14.238, -28.576, -4.154], [13.576, -29.218, -5.348], [14.512, -29.340, -6.866], [14.142, -30.114, -8.067], [15.727, -28.604, -7.079], [12.222, -28.498, -5.929], [12.298, -27.068, -6.118], [11.375, -29.208, -6.907], [13.016, -30.771, -4.945], [13.835, -31.944, -5.156], [11.887, -30.972, -4.105], [13.717, -29.414, -8.786], [13.409, -30.904, -7.905], [15.006, -30.571, -8.551], [16.559, -29.306, -7.037], [15.830, -27.959, -6.206], [15.559, -28.069, -8.013], [12.984, -26.668, -5.371], [12.726, -26.999, -7.118], [11.350, -26.530, -6.125], [10.362, -28.855, -6.714], [11.448, -29.014, -7.978], [11.390, -30.292, -6.795], [14.816, -31.771, -4.715], [13.473, -32.877, -4.724], [14.109, -32.090, -6.201], [10.984, -30.727, -4.664], [11.858, -30.376, -3.193], [11.722, -31.971, -3.703], [9.667, -26.978, 0.373], [8.567, -26.761, -0.601], [6.968, -27.124, -0.100], [6.356, -26.246, 0.881], [6.679, -28.551, 0.117], [8.709, -27.680, -1.997], [10.002, -27.900, -2.707], [7.628, -27.746, -3.018], [8.552, -25.186, -1.278], [7.406, -24.646, -2.071], [9.731, -24.361, -1.270], [5.331, -26.586, 1.027], [6.403, -25.215, 0.528], [6.854, -26.347, 1.845], [7.090, -29.202, -0.655], [5.598, -28.684, 0.084], [6.851, -28.915, 1.130], [10.223, -27.147, -3.464], [10.866, -27.844, -2.045], [9.940, -28.785, -3.340], [6.675, -27.556, -2.524], [7.734, -26.985, -3.791], [7.556, -28.771, -3.379], [7.667, -24.603, -3.129], [6.546, -25.309, -2.169], [6.984, -23.674, -1.819], [9.759, -23.514, -0.585], [9.683, -23.859, -2.236], [10.641, -24.955, -1.191], [15.948, -26.007, -3.255], [16.790, -24.999, -4.004], [15.911, -24.314, -5.246], [15.536, -25.090, -6.421], [15.181, -23.066, -5.122], [18.133, -25.776, -4.640], [18.689, -27.020, -4.254], [19.040, -25.121, -5.657], [17.368, -23.681, -3.130], [18.119, -22.579, -3.705], [17.325, -23.641, -1.611], [16.326, -25.777, -6.725], [15.264, -24.425, -7.241], [14.665, -25.710, -6.211], [15.170, -22.663, -4.109], [14.120, -23.245, -5.300], [15.602, -22.288, -5.759], [18.047, -27.431, -3.475], [18.793, -27.723, -5.080], [19.655, -26.888, -3.766], [18.641, -24.304, -6.258], [19.953, -24.853, -5.124], [19.230, -25.962, -6.323], [17.973, -21.775, -2.984], [19.183, -22.786, -3.814], [17.665, -22.268, -4.646], [16.677, -22.865, -1.204], [18.319, -23.590, -1.168], [16.903, -24.550, -1.183], [13.043, -26.159, 2.909], [13.926, -25.419, 3.840], [14.448, -23.868, 3.231], [13.597, -22.695, 2.987], [15.629, -23.926, 2.291], [15.328, -26.274, 4.307], [16.277, -25.838, 5.316], [15.384, -27.699, 3.953], [13.168, -24.965, 5.285], [12.071, -25.789, 5.833], [13.788, -24.098, 6.275], [13.171, -22.661, 1.984], [14.270, -21.842, 2.904], [12.962, -22.469, 3.844], [15.852, -22.894, 2.021], [15.494, -24.426, 1.332], [16.426, -24.422, 2.845], [17.254, -26.320, 5.270], [16.403, -24.755, 5.306], [15.804, -25.975, 6.289], [15.028, -27.777, 2.926], [16.415, -28.048, 3.901], [14.861, -28.305, 4.694], [12.382, -26.265, 6.763], [11.148, -25.270, 6.089], [11.737, -26.564, 5.143], [14.434, -23.298, 5.912], [14.418, -24.677, 6.949], [13.040, -23.720, 6.971]],
  "total_charge": 0,
  "homo_lumo_gap_ev": 7.0
}


Please write out number 1 again, unchanged.
{
  "formula": "C4H8O2",
  "method": "ωB97M-V/def2-TZVPD",
  "elements": ["C", "C", "C", "O", "C", "O", "H", "H", "H", "H", "H", "H", "H", "H"],
  "positions_angstrom": [[1.471, -0.106, -0.183], [0.255, -0.230, 0.717], [-0.503, 1.078, 0.887], [-0.213, 2.103, 0.324], [-0.738, -1.280, 0.241], [-0.625, -1.896, -0.788], [2.022, -1.050, -0.211], [1.169, 0.141, -1.203], [2.134, 0.684, 0.177], [0.535, -0.536, 1.740], [-1.372, 1.034, 1.579], [-1.606, -1.451, 0.914], [-1.190, 1.107, -2.003], [-1.338, 0.402, -2.191]],
  "total_charge": 0,
  "smiles": "CC(C=O)C=O.[H][H]",
  "homo_lumo_gap_ev": 10.6,
  "de_lowest_kcal_mol": 52.0
}